No. 1
Here is a structure of composition C23H21GeN7OPdS from the OMol25 dataset. Energies are from ωB97M-V/def2-TZVPD.

Results
E_HOMO (alpha / beta): -20.0 / -20.0 eV
ΔE to the lowest compared entry with this formula, charge and spin: 1.7266 eV

ORCA input file:
```
! RIJCOSX wB97M-V def2-TZVPD def2/J DEFGRID3
* xyz 4 1
Pd -0.2914 -0.7107 0.3894
C -2.5993 -4.2776 1.4143
C -1.7942 -3.1808 0.8106
N -1.1063 -2.3082 1.4577
N -1.0449 -2.2603 2.8286
C -0.3887 -1.2481 3.4041
N -0.3100 -1.1827 4.7121
S 0.4015 -0.0262 2.4501
C -1.7231 -3.0254 -0.6631
C -2.3068 -3.9487 -1.5044
C -2.1752 -3.8059 -2.8857
C -1.4569 -2.7366 -3.3739
C -0.9048 -1.8332 -2.4723
N -1.0279 -1.9570 -1.1543
H -2.6323 -4.2657 2.4999
H -2.1973 -5.2454 1.1047
H -3.6291 -4.2166 1.0565
H -1.4731 -2.9985 3.3749
H -0.7025 -1.8859 5.3264
H 0.1622 -0.4107 5.1630
H -2.8571 -4.7872 -1.1017
H -2.6264 -4.5273 -3.5546
H -1.3176 -2.5848 -4.4354
H -0.3518 -0.9788 -2.8351
Ge 1.3210 0.9542 -0.8632
C 2.8755 0.2472 -0.0607
C 3.4725 -0.8281 -0.7797
C 4.7192 -1.2830 -0.4097
C 5.3410 -0.7380 0.7133
C 4.7255 0.2766 1.4745
C 3.4894 0.7465 1.1149
C 0.9345 2.9023 -0.9308
C 0.1714 3.3353 -1.9661
C -0.4614 4.7150 -1.9750
C 0.0892 5.6803 -0.9688
C 1.0056 5.2650 -0.0570
C 1.3327 3.8927 0.0203
H 1.0923 0.4411 -2.2861
H 2.9795 -1.2552 -1.6453
H 5.2089 -2.0626 -0.9780
H 6.3099 -1.1130 1.0213
H 5.2377 0.6789 2.3386
H 3.0178 1.5134 1.7171
H -0.1463 2.6781 -2.7695
H -0.4697 5.1627 -2.9764
H -0.2882 6.6989 -0.9845
H 1.4202 5.9560 0.6663
H 1.9313 3.5911 0.8754
O -2.0278 0.5837 0.2815
N -1.9321 1.6890 -0.3143
C -3.0026 2.4722 -0.3633
C -2.5207 3.6173 -1.0304
N -1.8208 4.3370 -1.5985
C -4.3019 2.2404 0.1589
N -5.3506 2.0076 0.5634
*
```

Löwdin charges, unit e, in atom order:
1. Pd 0.695
2. C 0.039
3. C -0.189
4. N -0.029
5. N 0.055
6. C -0.682
7. N 0.190
8. S 0.762
9. C -0.184
10. C 0.055
11. C 0.041
12. C 0.020
13. C -0.087
14. N -0.012
15. H 0.088
16. H 0.129
17. H 0.127
18. H 0.172
19. H 0.161
20. H 0.142
21. H 0.137
22. H 0.148
23. H 0.140
24. H 0.081
25. Ge 1.077
26. C -0.384
27. C -0.086
28. C -0.012
29. C 0.044
30. C -0.009
31. C -0.126
32. C -0.268
33. C 0.025
34. C -0.166
35. C 0.138
36. C 0.034
37. C 0.098
38. H 0.004
39. H 0.107
40. H 0.138
41. H 0.143
42. H 0.137
43. H 0.091
44. H 0.140
45. H 0.201
46. H 0.167
47. H 0.153
48. H 0.134
49. O -0.148
50. N -0.033
51. C -0.200
52. C 0.168
53. N 0.286
54. C -0.122
55. N 0.268

No. 2
Here is a structure of composition C23H21IN3O6PdS from the OMol25 dataset. Energies are from ωB97M-V/def2-TZVPD.

Results
E_HOMO (alpha / beta): -4.9 / -4.9 eV

ORCA input file:
```
! RIJCOSX wB97M-V def2-TZVPD def2/J DEFGRID3
* xyz -1 1
Pd -0.3206 -0.1150 0.3325
C -1.6543 -4.6883 -0.6144
C -0.5716 -4.3215 0.3541
N 0.3154 -5.2139 0.6927
C 1.3538 -4.8509 1.5001
C 1.4233 -3.6352 2.1064
C 2.6460 -3.1791 2.8516
O 3.0954 -1.9149 2.3822
C 0.4038 -2.6834 1.8498
C 0.3464 -1.5072 2.6530
N -0.2105 -0.3833 2.3222
C -0.4117 0.6253 3.2814
C -0.6818 0.3166 4.6155
C -0.8624 1.3085 5.5647
C -0.8033 2.6446 5.2008
C -0.5744 2.9764 3.8711
C -0.3915 1.9768 2.9328
I -0.0827 2.5461 0.9372
C -0.5108 -2.9400 0.8009
O -1.2466 -2.0754 0.2290
H -1.5938 -5.7518 -0.8341
H -1.5514 -4.1125 -1.5367
H -2.6373 -4.4372 -0.2103
H 2.1490 -5.5772 1.6197
H 3.4297 -3.9369 2.7513
H 2.4433 -3.0669 3.9248
H 2.7463 -1.7372 1.4831
H 0.7996 -1.5641 3.6413
H -0.7795 -0.7247 4.8948
H -1.0702 1.0330 6.5906
H -0.9531 3.4259 5.9340
H -0.5423 4.0124 3.5628
C -0.0566 5.7471 -4.7235
C -0.4375 4.3867 -4.1983
C 0.1259 3.2334 -4.7434
C -0.1909 1.9809 -4.2473
C -1.0846 1.8660 -3.1871
C -1.6660 2.9991 -2.6435
C -1.3392 4.2516 -3.1511
S -1.4132 0.2584 -2.4833
O -2.5329 0.4631 -1.5996
O -1.5402 -0.6504 -3.5960
N -0.1002 -0.0199 -1.6313
C 0.8869 -0.9939 -2.1270
C 2.0135 -1.2972 -1.1134
O 3.0063 -1.8703 -1.5536
O 1.8097 -0.9573 0.1067
H 0.0934 5.7228 -5.8035
H 0.8764 6.0901 -4.2700
H -0.8253 6.4872 -4.5007
H 0.8211 3.3237 -5.5710
H 0.2386 1.0863 -4.6802
H -2.3735 2.8838 -1.8327
H -1.7993 5.1377 -2.7268
H 1.3637 -0.6250 -3.0367
H 0.4220 -1.9527 -2.3715
*
```

Löwdin charges, unit e, in atom order:
1. Pd 0.765
2. C -0.032
3. C -0.265
4. N 0.108
5. C -0.108
6. C -0.171
7. C -0.218
8. O -0.073
9. C -0.120
10. C -0.059
11. N -0.056
12. C -0.300
13. C -0.024
14. C -0.086
15. C -0.097
16. C -0.164
17. C -0.599
18. I 1.122
19. C -0.316
20. O -0.077
21. H 0.071
22. H 0.080
23. H 0.080
24. H 0.101
25. H 0.112
26. H 0.112
27. H 0.050
28. H 0.132
29. H 0.114
30. H 0.102
31. H 0.099
32. H 0.087
33. C -0.061
34. C -0.285
35. C -0.045
36. C -0.051
37. C -0.271
38. C -0.081
39. C -0.049
40. S 0.530
41. O -0.345
42. O -0.304
43. N -0.346
44. C -0.168
45. C -0.646
46. O 0.006
47. O -0.124
48. H 0.073
49. H 0.079
50. H 0.070
51. H 0.110
52. H 0.112
53. H 0.099
54. H 0.107
55. H 0.109
56. H 0.112

No. 3
Here is a structure of composition C23H21IN7O3SSe4W from the OMol25 dataset. Energies are from ωB97M-V/def2-TZVPD.

Results
E_HOMO (alpha / beta): -9.6 / -10.1 eV
ΔE to the lowest compared entry with this formula, charge and spin: 0.0000 eV

ORCA input file:
```
! RIJCOSX wB97M-V def2-TZVPD def2/J DEFGRID3
* xyz 1 3
W 1.4419 -0.9969 0.7412
O -1.2761 -4.1109 -0.2183
C -0.7050 -3.1529 0.2445
N 0.3386 -2.4464 -0.2995
C 0.7508 -2.7053 -1.6088
O 0.6401 -3.7393 -2.2093
C 1.2309 -1.4407 -2.2617
C 1.5343 -1.4068 -3.6046
C 1.8454 -0.1789 -4.1697
C 1.8027 0.9525 -3.3744
C 1.5052 0.8312 -2.0254
N 1.2403 -0.3531 -1.4700
C -1.1987 -2.5057 1.5078
C -2.3072 -3.0083 2.1605
C -2.7401 -2.3608 3.3035
C -2.0602 -1.2336 3.7346
C -0.9617 -0.7902 3.0203
N -0.5308 -1.4220 1.9241
H 1.5136 -2.3303 -4.1654
H 2.1005 -0.1050 -5.2184
H 2.0090 1.9331 -3.7798
H 1.4744 1.6871 -1.3724
H -2.7908 -3.8854 1.7559
H -3.5928 -2.7344 3.8550
H -2.3599 -0.6996 4.6258
H -0.3932 0.0756 3.3275
C -1.4791 2.6631 3.1961
N -2.1221 2.1053 2.0132
C -3.4754 2.1946 1.7827
C -3.7138 1.6066 0.5959
N -2.5001 1.1561 0.1114
C -1.5095 1.4805 0.9769
S 0.2053 1.4223 0.8637
C -2.4079 0.5494 -1.1888
C -2.9272 1.2456 -2.2679
C -2.9369 0.5985 -3.4930
C -2.4468 -0.6931 -3.5713
C -1.9405 -1.2843 -2.4243
N -1.9105 -0.6678 -1.2390
H -1.6756 3.7319 3.2450
H -0.4100 2.4898 3.1251
H -1.8780 2.1744 4.0838
H -4.1421 2.6548 2.4896
H -4.6292 1.4281 0.0615
H -3.2876 2.2585 -2.1537
H -3.3267 1.0997 -4.3687
H -2.4628 -1.2454 -4.5003
H -1.5713 -2.3032 -2.4466
Se 3.4906 -1.7898 0.0206
Se 1.9430 -3.1690 2.3215
Se 2.6904 -1.9158 4.0471
Se 2.2943 0.0997 2.9774
N 4.5751 3.0426 1.0348
C 4.1807 2.0198 0.2571
O 3.0626 1.5273 0.3254
C 5.1932 1.4958 -0.7317
I 6.7157 0.3973 0.2714
H 3.9653 3.3326 1.7806
H 5.5391 3.3261 1.0628
H 5.6908 2.2916 -1.2789
H 4.6960 0.8036 -1.4023
*
```

Löwdin charges, unit e, in atom order:
1. W 0.717
2. O 0.123
3. C -0.490
4. N -0.102
5. C -0.499
6. O 0.144
7. C -0.272
8. C 0.025
9. C -0.020
10. C -0.023
11. C -0.145
12. N -0.070
13. C -0.232
14. C 0.033
15. C -0.019
16. C -0.025
17. C -0.189
18. N -0.089
19. H 0.134
20. H 0.120
21. H 0.116
22. H 0.054
23. H 0.132
24. H 0.120
25. H 0.115
26. H 0.028
27. C -0.015
28. N -0.111
29. C -0.019
30. C -0.009
31. N 0.021
32. C -0.604
33. S 0.688
34. C -0.268
35. C 0.009
36. C -0.036
37. C -0.026
38. C -0.093
39. N 0.175
40. H 0.106
41. H 0.049
42. H 0.100
43. H 0.136
44. H 0.138
45. H 0.124
46. H 0.118
47. H 0.118
48. H 0.113
49. Se 0.272
50. Se 0.235
51. Se 0.098
52. Se 0.097
53. N 0.178
54. C -0.670
55. O -0.181
56. C -0.568
57. I 0.838
58. H 0.119
59. H 0.102
60. H 0.053
61. H 0.026

No. 4
Here is a structure of composition C23H21N11ORuS3 at a distorted geometry from the OMol25 dataset. Energies are from ωB97M-V/def2-TZVPD.

Results
E_HOMO (alpha / beta): -8.2 / -10.0 eV
ΔE to the lowest compared entry with this formula, charge and spin: 0.6005 eV

ORCA input file:
```
! RIJCOSX wB97M-V def2-TZVPD def2/J DEFGRID3
* xyz 1 2
Ru -0.0272 0.4335 -0.2906
C -3.4825 4.6990 0.6589
S -1.8890 4.8332 -0.1664
C -1.4001 3.1707 -0.4959
S -1.8190 1.8350 0.5764
N -0.5529 3.0642 -1.4981
N 0.1195 1.9354 -1.5926
C 1.0073 1.7951 -2.5876
C 1.7684 0.6108 -2.5337
C 2.7821 0.2679 -3.4568
C 3.4735 -0.9023 -3.3067
C 3.1710 -1.7552 -2.2316
C 2.1796 -1.3713 -1.3602
N 1.4865 -0.2307 -1.4880
H -3.6861 5.7038 1.0259
H -3.4428 4.0223 1.5095
H -4.2785 4.4111 -0.0230
H 1.1332 2.5663 -3.3339
H 2.9934 0.9450 -4.2731
H 4.2515 -1.1678 -4.0101
H 3.7021 -2.6827 -2.0766
H 1.9069 -1.9864 -0.5100
S 3.2028 -1.2451 6.2800
N 3.5629 -0.1133 5.1930
C 2.6726 -0.2222 4.2198
C 2.6120 0.6164 3.0360
C 3.5063 1.6569 2.7750
C 3.3339 2.3985 1.6294
C 2.2729 2.1053 0.7762
N 1.4194 1.1143 1.0116
C 1.5938 0.3609 2.1226
C 0.6507 -0.7401 2.3217
N -0.2497 -0.9379 1.3358
C -1.1743 -1.8763 1.4962
C -1.2248 -2.6887 2.6268
C -0.2801 -2.5300 3.6160
C 0.6818 -1.5294 3.4691
C 1.7282 -1.2567 4.4374
N 1.9201 -1.9125 5.5707
H 4.3062 1.8611 3.4738
H 3.9978 3.2142 1.3820
H 2.0883 2.6865 -0.1176
H -1.8957 -1.9705 0.6952
H -1.9993 -3.4378 2.7077
H -0.2695 -3.1538 4.4998
C -4.3341 1.7594 -0.1886
O -3.0872 1.0631 -0.1837
H -4.6744 1.9704 0.8274
H -5.0393 1.0954 -0.6831
H -4.2546 2.6859 -0.7602
N -1.0092 -3.3364 -3.6473
C -2.2977 -3.2942 -3.2656
N -3.1223 -4.2579 -3.6987
N -2.8108 -2.3618 -2.4831
C -1.9804 -1.4679 -2.0064
N -1.2731 -0.6608 -1.5790
H -0.6517 -4.0679 -4.2340
H -0.3801 -2.6058 -3.3567
H -2.8461 -4.9302 -4.3899
H -4.0921 -4.1880 -3.4451
*
```

Löwdin charges, unit e, in atom order:
1. Ru 0.949
2. C -0.424
3. S 0.864
4. C -0.891
5. S 0.913
6. N -0.050
7. N -0.239
8. C -0.087
9. C -0.273
10. C -0.023
11. C -0.069
12. C -0.075
13. C -0.138
14. N -0.070
15. H 0.039
16. H 0.024
17. H 0.020
18. H 0.122
19. H 0.117
20. H 0.111
21. H 0.101
22. H 0.107
23. S 1.053
24. N -0.206
25. C -0.299
26. C -0.075
27. C 0.028
28. C -0.011
29. C -0.073
30. N -0.021
31. C -0.123
32. C -0.134
33. N -0.021
34. C -0.090
35. C -0.018
36. C 0.025
37. C -0.076
38. C -0.300
39. N -0.207
40. H 0.127
41. H 0.119
42. H 0.116
43. H 0.105
44. H 0.117
45. H 0.127
46. C -0.147
47. O -0.550
48. H 0.087
49. H 0.096
50. H 0.063
51. N 0.194
52. C -0.493
53. N 0.180
54. N 0.123
55. C -0.293
56. N 0.092
57. H 0.118
58. H 0.101
59. H 0.115
60. H 0.121

No. 5
Here is the molecule C23H21N3O4 at a distorted geometry from the OMol25 dataset. Energies are from ωB97M-V/def2-TZVPD.

Results
E_HOMO: -7.3 eV
ΔE to the lowest compared entry with this formula, charge and spin: 2.0848 eV

ORCA input file:
```
! RIJCOSX wB97M-V def2-TZVPD def2/J DEFGRID3
* xyz 0 1
C -3.2278 -3.4854 -0.6245
O -4.3800 -2.7923 -0.2194
C -4.2666 -1.4396 0.0348
C -3.1082 -0.6995 -0.0842
C -3.1153 0.6682 0.2045
C -1.9064 1.4646 0.0948
N -1.8359 2.7135 0.6187
C -0.6205 3.1579 0.3749
C -0.0096 4.3733 0.7160
C 1.2835 4.5959 0.3413
C 2.0127 3.6239 -0.3898
C 3.4266 3.9044 -0.7936
C 1.4073 2.4469 -0.7151
N 0.1249 2.2168 -0.3364
C -0.6948 1.1314 -0.5065
N -0.3061 0.0040 -1.2205
C 0.8055 -0.7588 -0.9196
C 1.2759 -1.6969 -1.8410
C 2.3804 -2.4683 -1.5477
C 3.0362 -2.3339 -0.3316
C 2.5454 -1.4276 0.6114
C 1.4420 -0.6430 0.3131
O 3.1189 -1.2818 1.8495
C 4.0035 -2.3285 2.1799
C 4.9166 -2.6418 0.9949
O 4.1558 -3.1043 -0.0954
C -4.2973 1.2719 0.6221
C -5.4588 0.5341 0.7392
C -5.4596 -0.8202 0.4456
O -6.6040 -1.5443 0.5596
H -2.8436 -3.1018 -1.5752
H -2.4389 -3.4321 0.1322
H -3.5365 -4.5220 -0.7527
H -2.1849 -1.1712 -0.3753
H -0.5853 5.0970 1.2680
H 1.7728 5.5235 0.5959
H 3.8443 3.0703 -1.3510
H 4.0419 4.0787 0.0880
H 3.4724 4.7989 -1.4135
H 1.9017 1.6652 -1.2722
H -0.7440 -0.1588 -2.1151
H 0.7750 -1.8119 -2.7911
H 2.7603 -3.1859 -2.2569
H 1.0832 0.0418 1.0643
H 4.5759 -1.9896 3.0447
H 3.4348 -3.2309 2.4441
H 5.6248 -3.4350 1.2394
H 5.4651 -1.7311 0.7140
H -4.2827 2.3242 0.8529
H -6.3822 0.9892 1.0595
H -6.3984 -2.4596 0.3250
*
```

Löwdin charges, unit e, in atom order:
1. C -0.082
2. O -0.097
3. C -0.195
4. C 0.040
5. C -0.159
6. C -0.166
7. N 0.164
8. C -0.272
9. C 0.012
10. C -0.038
11. C -0.263
12. C -0.052
13. C 0.004
14. N 0.069
15. C -0.196
16. N 0.087
17. C -0.273
18. C -0.034
19. C 0.000
20. C -0.210
21. C -0.195
22. C 0.056
23. O -0.021
24. C -0.150
25. C -0.157
26. O -0.036
27. C -0.027
28. C 0.000
29. C -0.248
30. O 0.075
31. H 0.096
32. H 0.099
33. H 0.094
34. H 0.095
35. H 0.115
36. H 0.112
37. H 0.076
38. H 0.083
39. H 0.082
40. H 0.131
41. H 0.150
42. H 0.107
43. H 0.121
44. H 0.132
45. H 0.132
46. H 0.139
47. H 0.132
48. H 0.138
49. H 0.106
50. H 0.119
51. H 0.104

No. 6
Here is the molecule C23H21N5O at a distorted geometry from the OMol25 dataset. Energies are from ωB97M-V/def2-TZVPD.

Results
E_HOMO: -8.1 eV
ΔE to the lowest compared entry with this formula, charge and spin: 1.2087 eV

ORCA input file:
```
! RIJCOSX wB97M-V def2-TZVPD def2/J DEFGRID3
* xyz 0 1
C -0.3023 0.7099 -7.1626
C 0.1380 0.3552 -5.7570
C 1.4542 -0.2877 -5.5206
C 1.8318 -0.6664 -4.2523
C 0.8644 -0.4493 -3.1608
N 1.1663 -0.9204 -1.9811
C 0.3014 -0.7372 -0.9164
N 0.7530 -1.2308 0.2970
C 2.1722 -1.1238 0.6915
C 2.3722 0.2249 1.3530
C 1.8803 0.4543 2.6472
C 2.1343 1.6953 3.2675
C 2.8680 2.7115 2.5856
C 3.2815 2.4991 1.2655
C 3.0530 1.2687 0.6506
C -0.8843 -0.0477 -1.0308
C -1.8165 0.1780 0.0704
N -1.6273 -0.2625 1.2790
C -2.7091 0.0292 2.1922
C -2.5339 -0.8153 3.4008
C -2.3227 -0.2193 4.6579
C -2.1941 -1.0897 5.7544
C -2.2889 -2.4736 5.5906
N -2.5274 -3.0234 4.3596
C -2.6286 -2.2123 3.2896
C -1.2886 0.3527 -2.4048
O -2.3602 0.9469 -2.5840
N -0.3680 0.1698 -3.4186
C -0.7124 0.5510 -4.7183
H 0.3318 1.5007 -7.5547
H -1.3443 1.0330 -7.2243
H -0.1221 -0.2004 -7.8181
H 2.1358 -0.4288 -6.3281
H 2.8126 -1.0898 -4.0152
H 0.0870 -0.9494 1.0167
H 2.8384 -1.2870 -0.1656
H 2.4129 -1.9318 1.4137
H 1.2874 -0.3437 3.1423
H 1.7721 1.9022 4.2656
H 3.0591 3.6724 3.0290
H 3.7240 3.3043 0.7060
H 3.4576 1.1646 -0.3406
H -2.7681 0.6772 -0.1296
H -2.7034 1.1205 2.4320
H -3.6579 -0.1616 1.7218
H -2.3382 0.8675 4.8130
H -2.0101 -0.7183 6.7546
H -2.2577 -3.1197 6.4504
H -2.7894 -2.6641 2.3161
H -1.6339 1.0652 -4.9303
*
```

Löwdin charges, unit e, in atom order:
1. C -0.058
2. C -0.241
3. C 0.000
4. C 0.025
5. C -0.223
6. N 0.164
7. C -0.250
8. N 0.076
9. C -0.139
10. C -0.206
11. C -0.046
12. C -0.070
13. C -0.084
14. C -0.097
15. C -0.033
16. C -0.047
17. C -0.063
18. N 0.022
19. C -0.209
20. C -0.217
21. C -0.021
22. C -0.079
23. C -0.136
24. N 0.053
25. C -0.095
26. C -0.363
27. O 0.034
28. N 0.095
29. C 0.017
30. H 0.074
31. H 0.078
32. H 0.102
33. H 0.100
34. H 0.117
35. H 0.071
36. H 0.109
37. H 0.123
38. H 0.122
39. H 0.091
40. H 0.089
41. H 0.095
42. H 0.100
43. H 0.127
44. H 0.134
45. H 0.115
46. H 0.115
47. H 0.093
48. H 0.092
49. H 0.115
50. H 0.131